CHN4OS | ωB97M-V/def2-TZVPD

Summary:
Highest occupied orbital energy (alpha / beta): -14.067 / -14.065 eV
F_max: 3.1 eV/Å
Charge: +1
Total energy: -730.6122 Eh

Element x y z (Å)
C: 1.0327 1.0753 -0.1240
N: 0.6798 -1.1868 0.0766
N: 1.8890 -1.3568 0.2210
N: 0.2109 0.1058 -0.0516
N: 2.9580 -1.1581 -0.2206
O: 4.0981 -1.0842 0.0129
S: 1.9048 2.3321 0.0588
H: -0.7783 0.0961 0.2764



CHN4P3S | ωB97M-V/def2-TZVPD

Summary:
Highest occupied orbital energy: -9.339 eV
F_max: 3.4 eV/Å
SMILES: N#CSP1N=PN=PN1
Total energy: -1680.0038 Eh

Element x y z (Å)
N: 1.1856 -1.2271 2.5394
C: 1.4791 -1.2721 1.4491
S: 1.9612 -1.2078 -0.1294
P: -0.3645 -1.1297 -0.6130
N: -0.3185 -0.2872 -2.0426
P: -0.8024 1.1658 -2.4225
N: -0.5143 2.1504 -1.0485
P: -0.2983 1.7112 0.4792
N: -0.9017 0.1448 0.5083
H: -1.4261 -0.0483 1.2801



CHN4S | ωB97M-V/def2-TZVPD

Summary:
Highest occupied orbital energy: -3.097 eV
F_max: 1.9 eV/Å
Charge: -1
Total energy: -655.8807 Eh

Element x y z (Å)
C: -0.8413 1.6137 1.4234
N: -1.7427 2.2198 1.7779
N: 0.0020 -2.1607 -2.4604
N: 0.4263 -1.5373 -1.5923
N: 0.6256 -0.6562 -0.8285
S: 1.5450 -0.4686 0.5423
H: -0.0149 0.9892 1.1376



Calculated energy above the lowest of the compared OMol25 structures with the same formula, charge and spin (kcal/mol), listed in the same order as above: 41.9 15.8 33.5